Entry 1:
A molecular structure, C21H38I2InN2O3S, computed with ωB97M-V/def2-TZVPD.

The highest occupied orbital energy (alpha / beta) comes out at -16.329 / -16.232 eV. The calculation puts the largest force on an atom at 0.009 hartree/bohr. The calculation puts the relative energy (zero: lowest compared OMol25 entry of this formula, charge and spin) at 238.4 kJ/mol. As for the charge: +3. The electronic energy is -63700.70487 eV. The frontier orbital gap (alpha / beta) comes out at 0.19928 / 0.18669 hartree. The calculation puts the LUMO energy (alpha / beta) at -10.9068 / -11.1523 eV.

Geometry as XYZ:
```
68
C21H38I2InN2O3S | OMol25 | ωB97M-V/def2-TZVPD
In 0.1671 0.3507 -0.1653
C -1.3311 2.6038 -2.0938
O -1.0127 1.2042 -1.9414
C -2.0016 0.3467 -2.5533
C -1.5187 -1.0751 -2.4038
O -1.1604 -1.3677 -1.0340
C -2.2066 -1.8056 -0.1409
C -2.7635 -0.6294 0.6256
O -1.6568 0.0968 1.2017
C -1.6030 0.0852 2.6446
H -1.4576 2.8255 -3.1524
H -0.4921 3.1678 -1.7014
H -2.2427 2.8443 -1.5454
H -2.0764 0.5841 -3.6165
H -2.9710 0.5331 -2.0869
H -0.5967 -1.2131 -2.9655
H -2.2581 -1.7913 -2.7610
H -1.7319 -2.5170 0.5357
H -2.9852 -2.3279 -0.6975
H -3.4449 -0.9634 1.4079
H -3.3015 0.0656 -0.0173
H -2.5137 0.5293 3.0424
H -0.7474 0.6900 2.9367
H -1.4899 -0.9371 3.0067
C 4.1047 1.2278 2.3403
C 3.1870 0.0597 2.5617
C 3.1837 -1.0265 1.6457
C 4.2534 -1.1242 0.6167
C 2.2243 -2.1049 1.7648
C 2.1080 -3.1078 0.6538
C 1.4841 -2.2228 2.9192
C 0.6305 -3.4373 3.1721
C 1.5601 -1.1832 3.8916
C 0.7205 -1.2635 5.1155
C 2.4343 -0.0471 3.7110
C 2.5817 0.9782 4.7959
H 3.6838 2.1372 2.7630
H 4.2822 1.4036 1.2812
H 5.0758 1.0623 2.8155
H 3.9419 -0.6387 -0.3172
H 4.4882 -2.1584 0.3741
H 5.1624 -0.6233 0.9412
H 2.7171 -3.9933 0.8634
H 2.4441 -2.7083 -0.3010
H 1.0817 -3.4547 0.5439
H -0.4190 -3.2706 2.9094
H 0.6570 -3.7268 4.2203
H 0.9808 -4.2920 2.6001
H 0.4084 -0.2835 5.4706
H 1.3121 -1.7145 5.9246
H -0.1549 -1.8925 4.9818
H 2.0243 1.8880 4.5484
H 3.6254 1.2699 4.9024
H 2.2373 0.6279 5.7629
S 0.5814 2.6000 1.2536
C 0.6608 4.1402 0.4702
N 0.0035 5.1943 0.9124
C 0.3096 6.4140 0.1441
C 1.2879 5.8883 -0.9317
N 1.3983 4.4581 -0.5849
H -0.6288 5.1593 1.6958
H 0.7622 7.1629 0.7898
H -0.6028 6.8212 -0.2852
H 2.2638 6.3637 -0.8655
H 0.9045 6.0068 -1.9427
H 2.0578 3.8241 -1.0033
I 2.4108 -0.6509 -2.9143
I 2.8028 -0.3923 -5.5279
```

Mulliken population analysis, charges in e, atoms 1 to 5: 1.2696 -0.6806 -0.3587 -0.5108 -0.6124

=====

Entry 2:
2 unconnected molecules or ions with the total composition C26H40N in a non-equilibrium geometry, computed with ωB97M-V/def2-TZVPD.

The highest occupied orbital energy comes out at -11.213 eV. The calculation puts the largest force on an atom at 0.042 hartree/bohr. The calculation puts the relative energy (zero: lowest compared OMol25 entry of this formula, charge and spin) at 21.6 kJ/mol. As for the charge: +1. The electronic energy is -29094.74979 eV. The frontier orbital gap comes out at 0.21736 hartree. The calculation puts the LUMO energy at -5.2981 eV.

Geometry as XYZ:
```
67
C26H40N | OMol25 | ωB97M-V/def2-TZVPD
C -4.8100 2.2865 4.3718
C -3.9977 1.2876 3.6027
C -3.3293 0.2533 4.2605
C -2.5673 -0.6936 3.5728
C -1.8876 -1.7383 4.4249
C -2.4800 -0.6194 2.1654
C -1.7018 -1.6374 1.3292
C -2.3588 -3.0192 1.3098
C -0.2154 -1.7179 1.7178
C 0.5201 -0.4666 1.5001
C 1.7954 -0.1879 2.0188
C 2.3123 1.1492 1.8793
C 1.4962 2.2237 1.2234
C 3.5851 1.4550 2.3285
C 4.3802 0.5039 2.9761
C 5.7302 0.8840 3.4936
C 3.8848 -0.7945 3.1263
C 2.6337 -1.1770 2.6709
C 2.2421 -2.6027 2.9139
C -3.1625 0.4135 1.4957
C -3.1254 0.5106 -0.0075
C -3.8937 1.3566 2.2122
H -5.2514 3.0247 3.6941
H -5.6269 1.8047 4.9262
H -4.1948 2.8201 5.1082
H -3.4091 0.1724 5.3471
H -1.5408 -2.6159 3.8777
H -1.0290 -1.3172 4.9720
H -2.5887 -2.1114 5.1857
H -1.7023 -1.3079 0.2819
H -3.3686 -2.9283 0.8931
H -1.7831 -3.6954 0.6649
H -2.4332 -3.4655 2.3075
H -0.1506 -1.9963 2.7737
H 0.2477 -2.5195 1.1155
H -0.0681 0.3496 1.0808
H 1.9805 3.1952 1.3823
H 1.4139 2.0562 0.1400
H 0.4796 2.2904 1.6330
H 3.9726 2.4646 2.1661
H 6.2034 0.0274 3.9810
H 6.3816 1.2303 2.6813
H 5.6578 1.7030 4.2208
H 4.5215 -1.5415 3.6055
H 3.1231 -3.1645 3.2450
H 1.5029 -2.7059 3.7211
H 1.8755 -3.1148 2.0192
H -3.7421 1.3517 -0.3398
H -2.1104 0.6854 -0.3968
H -3.5090 -0.4005 -0.4877
H -4.4023 2.1521 1.6630
C 0.8215 0.4029 -6.2581
C 0.6313 -0.5209 -5.0640
C 0.9033 0.1888 -3.7380
C 0.7122 -0.7544 -2.5539
N 0.8448 -0.0716 -1.2686
H 0.5791 -0.1313 -7.1791
H 0.1673 1.2779 -6.1812
H 1.8578 0.7512 -6.3188
H -0.3969 -0.9088 -5.0536
H 1.2945 -1.3925 -5.1506
H 1.9341 0.5734 -3.7251
H 0.2282 1.0537 -3.6497
H -0.2841 -1.2326 -2.6397
H 1.4804 -1.5422 -2.6092
H -0.0136 0.4399 -1.0730
H 1.0120 -0.7470 -0.5283
```

Mulliken population analysis, charges in e, atoms 1 to 5: -1.4909 0.6148 -0.7723 1.4565 -2.1873

=====

Entry 3:
9 unconnected molecules or ions with the total composition C36H86N4O9 in a non-equilibrium geometry, computed with ωB97M-V/def2-TZVPD.

The highest occupied orbital energy comes out at -8.115 eV. The calculation puts the largest force on an atom at 0.087 hartree/bohr. The calculation puts the relative energy (zero: lowest compared OMol25 entry of this formula, charge and spin) at 516.2 kJ/mol. The electronic energy is -63105.64517 eV. The frontier orbital gap comes out at 0.30094 hartree. The SMILES is CC1(C)CCCC(C)(C)N1O.CC1(C)CCCC(C)(C)N1O.CC1(C)CCCC(C)(C)N1O.CC1(C)CCCC(C)(C)N1O.O.O.O.O.O. The calculation puts the LUMO energy at 0.0737 eV.

Geometry as XYZ:
```
135
C36H86N4O9 | OMol25 | ωB97M-V/def2-TZVPD
C -6.8194 19.7678 18.9204
C -6.1986 21.0453 19.7025
C -7.0970 21.4275 20.8863
C -4.7598 20.7094 20.2195
C -3.9494 22.0075 20.6544
C -3.7840 22.8383 19.3415
C -5.2287 23.3364 18.9930
C -5.7665 24.2053 20.1452
C -5.0765 24.1591 17.6586
N -6.0819 22.1254 18.6547
O -7.3712 22.5151 18.2845
H -6.9661 18.9279 19.5995
H -7.7925 19.8865 18.4437
H -5.9996 19.4464 18.2779
H -7.8983 22.0961 20.5716
H -7.7689 20.6265 21.1945
H -6.7038 21.7054 21.8642
H -4.9838 20.2252 21.1701
H -4.0743 20.0341 19.7075
H -4.2399 22.6031 21.5199
H -2.9840 21.6614 21.0235
H -3.3810 22.1032 18.6449
H -3.0558 23.6438 19.4363
H -6.0025 23.6752 21.0679
H -6.6250 24.8212 19.8772
H -4.8839 24.7830 20.4198
H -5.9683 24.5970 17.2103
H -4.7098 23.5029 16.8693
H -4.3172 24.9135 17.8647
H -7.3557 22.3474 17.3394
C 7.0391 30.4615 14.3246
C 8.5139 30.3119 14.6484
C 9.3277 31.3854 13.8768
C 8.5646 30.6292 16.1766
C 9.9390 30.4411 16.7024
C 10.3230 28.8885 16.5527
C 10.2887 28.4621 15.0230
C 11.5236 28.8962 14.2684
C 10.0352 26.9757 15.0660
N 8.9971 28.9715 14.3498
O 8.8533 28.5759 13.0479
H 6.5466 31.3030 14.8119
H 6.8076 30.6378 13.2742
H 6.5017 29.5354 14.5285
H 8.7730 32.3127 14.0196
H 10.3622 31.6539 14.0908
H 9.3387 31.1115 12.8218
H 8.3460 31.6665 16.4303
H 7.9008 29.9738 16.7405
H 10.5394 31.0257 16.0054
H 10.1474 30.7040 17.7395
H 9.5025 28.3809 17.0601
H 11.3434 28.8884 16.9358
H 11.5067 29.9281 13.9176
H 11.6239 28.2805 13.3745
H 12.4618 28.7320 14.7984
H 9.0321 26.8023 15.4556
H 10.6956 26.5949 15.8451
H 10.0585 26.3396 14.1812
H 8.0642 28.0481 13.1905
C 5.6142 23.3900 24.5405
C 5.3800 23.2215 23.0013
C 4.1907 24.0388 22.6055
C 6.6053 23.7026 22.3461
C 6.6155 23.4122 20.8233
C 6.4973 21.8667 20.6284
C 5.3420 21.2618 21.3370
C 3.9613 21.4345 20.6274
C 5.5957 19.7267 21.4828
N 5.3354 21.7554 22.7393
O 4.5137 21.0831 23.6598
H 4.7642 23.0121 25.1087
H 6.4666 22.7616 24.7988
H 5.7928 24.4486 24.7292
H 4.3218 25.1003 22.8154
H 3.8963 23.8868 21.5671
H 3.2396 23.8208 23.0912
H 6.8911 24.7260 22.5889
H 7.4204 23.1483 22.8114
H 5.7325 23.8615 20.3688
H 7.5224 23.7339 20.3113
H 7.4994 21.5230 20.8847
H 6.2774 21.7106 19.5723
H 3.7804 22.3760 20.1089
H 3.0891 21.1109 21.1955
H 3.9562 20.5797 19.9512
H 6.0158 19.2129 20.6182
H 4.7333 19.0929 21.6889
H 6.3279 19.3906 22.2170
H 3.7165 21.6176 23.6397
C 3.6436 24.4856 10.2131
C 3.2551 22.9748 10.6729
C 3.9391 22.0106 9.6625
C 3.9942 22.7159 11.9986
C 3.2299 23.3348 13.1360
C 1.8174 22.9559 13.1083
C 1.0179 23.2163 11.8167
C -0.1329 22.2190 11.7852
C 0.5437 24.6523 11.9004
N 1.8452 22.8705 10.6984
O 1.3010 23.1739 9.4770
H 3.2123 24.8198 9.2695
H 3.3211 25.1973 10.9730
H 4.7145 24.6837 10.1678
H 5.0182 21.9206 9.7872
H 3.6823 20.9516 9.6873
H 3.7453 22.3922 8.6601
H 3.9422 21.6330 12.1108
H 5.0492 22.9901 12.0069
H 3.5611 22.9748 14.1101
H 3.3305 24.4098 13.2850
H 1.3188 23.4641 13.9336
H 1.6093 21.9615 13.5033
H -0.7080 22.0903 12.7022
H 0.3001 21.2303 11.6338
H -0.7881 22.4336 10.9409
H -0.1395 24.8696 12.7213
H 0.3090 25.0365 10.9077
H 1.4517 25.2334 12.0616
H 1.3487 22.3082 9.0648
O 7.0150 24.6678 4.6002
H 7.1014 24.8295 5.5397
H 7.2548 23.7474 4.4920
O 1.1085 16.6062 11.8235
H 1.1434 15.6505 11.8644
H 0.8697 16.8757 12.7104
O 10.2072 24.3590 9.0757
H 9.9807 24.9389 9.8028
H 11.0766 24.0252 9.2968
O 1.6857 26.4494 3.7524
H 2.5657 26.1340 3.9583
H 1.1024 25.8701 4.2428
O -0.4265 18.5920 7.2246
H -1.1961 18.0252 7.2757
H -0.2546 18.8457 8.1314
```

Mulliken population analysis, charges in e, atoms 1 to 5: -1.7949 1.7999 -1.8889 -1.2806 -0.6735

=====

Entry 4:
A molecular structure, C35H52AsGdOP3S in a non-equilibrium geometry, computed with ωB97M-V/def2-TZVPD.

The highest occupied orbital energy (alpha / beta) comes out at -15.406 / -13.189 eV. The calculation puts the largest force on an atom at 0.053 hartree/bohr. As for the charge: +3. The electronic energy is -159535.72311 eV. The frontier orbital gap (alpha / beta) comes out at 0.30290 / 0.07740 hartree. The calculation puts the LUMO energy (alpha / beta) at -7.1636 / -11.0828 eV. As for the spin multiplicity: 8.

Geometry as XYZ:
```
94
C35H52AsGdOP3S | OMol25 | ωB97M-V/def2-TZVPD
Gd 0.4649 0.0829 -0.1683
P -0.3210 -0.3643 2.5226
P -0.5734 -2.3474 -1.1321
P -2.3892 0.6613 -0.3443
H 1.4088 1.8600 -1.9670
C 0.4933 2.1608 -1.4235
C 0.5701 2.5243 -0.0798
H 1.5458 2.5322 0.4367
C 1.2029 -0.5642 3.5135
C -1.3229 -1.8124 3.0588
C -1.0969 1.1097 3.3000
C -0.4258 -2.3087 -2.9629
C 0.6192 -3.6566 -0.6776
C -2.1754 -3.1319 -0.7388
C -2.7761 2.4424 -0.1068
C -3.7074 -0.1268 0.6640
C -2.9461 0.3868 -2.0839
H -0.3550 2.3609 -2.0876
H -0.2039 3.0731 0.4641
H 1.9166 0.2379 3.2666
H 1.6462 -1.5321 3.2908
H 0.9850 -0.5104 4.5900
H -0.8196 -2.7334 2.7229
H -2.3304 -1.7744 2.6154
H -1.4133 -1.8429 4.1512
H -0.4543 1.9833 3.1020
H -1.1659 0.9595 4.3854
H -2.1031 1.3048 2.8919
H -0.5947 -3.2928 -3.4112
H 0.5849 -1.9773 -3.2318
H -1.1424 -1.5986 -3.3971
H 0.3968 -4.6343 -1.1225
H 0.6297 -3.7796 0.4133
H 1.6152 -3.3497 -1.0126
H -2.2479 -4.1381 -1.1727
H -3.0249 -2.5393 -1.1058
H -2.2611 -3.2300 0.3527
H -3.8357 2.6100 -0.3449
H -2.1440 3.0473 -0.7726
H -2.5812 2.7145 0.9404
H -4.6699 0.2270 0.2769
H -3.5989 0.1774 1.7178
H -3.6452 -1.2226 0.5828
H -3.9434 0.8343 -2.1867
H -2.9831 -0.6909 -2.3185
H -2.2423 0.8881 -2.7703
C -3.6966 4.8654 -4.4803
C -3.8756 4.7947 -5.8750
C -3.4541 5.8497 -6.6882
C -2.8638 6.9898 -6.1252
C -2.7029 7.0683 -4.7356
C -3.1224 6.0184 -3.9152
S -4.1562 3.5550 -3.4284
H -4.6301 2.6940 -4.3774
H -4.3386 3.9055 -6.3019
H -3.5825 5.7872 -7.7729
H -2.5321 7.8108 -6.7633
H -2.2455 7.9524 -4.2858
H -3.0061 6.0709 -2.8329
O 2.3086 -0.8536 0.3096
As 3.6296 -1.6985 1.1018
C 4.7669 -2.0718 -0.3681
C 4.4950 -1.7594 -1.7000
C 5.4285 -2.1385 -2.6784
C 6.6073 -2.7963 -2.3140
C 6.8724 -3.0800 -0.9763
C 5.9590 -2.7139 0.0134
C 4.5131 -0.3207 2.0902
C 4.9270 0.8530 1.4423
C 5.7520 1.7562 2.1330
C 6.1184 1.4962 3.4607
C 5.6627 0.3457 4.1135
C 4.8534 -0.5708 3.4280
C 3.1708 -3.4820 1.7233
C 3.2793 -4.5444 0.8101
C 3.0859 -5.8676 1.2393
C 2.8371 -6.1379 2.5866
C 2.7561 -5.0852 3.5050
C 2.9232 -3.7563 3.0736
H 3.5779 -1.2248 -1.9686
H 5.2175 -1.9089 -3.7140
H 7.3271 -3.0822 -3.0903
H 7.7867 -3.5850 -0.6767
H 6.1587 -2.9228 1.0622
H 4.6171 1.0518 0.4129
H 6.1171 2.6476 1.6222
H 6.7812 2.1962 3.9871
H 5.9477 0.1377 5.1453
H 4.4951 -1.4771 3.9193
H 3.5206 -4.3527 -0.2412
H 3.1492 -6.6813 0.5135
H 2.7155 -7.1742 2.9270
H 2.5754 -5.2910 4.5598
H 2.8762 -2.9511 3.8124
```

Mulliken population analysis, charges in e, atoms 1 to 5: -0.9950 0.9554 0.8237 1.1287 0.5479

=====

Entry 5:
A single C24H30O11 molecule, computed with ωB97M-V/def2-TZVPD.

The highest occupied orbital energy comes out at -9.156 eV. The calculation puts the largest force on an atom at 0.017 hartree/bohr. The calculation puts the relative energy (zero: lowest compared OMol25 entry of this formula, charge and spin) at 0.0 kJ/mol. The electronic energy is -47896.78907 eV. The frontier orbital gap comes out at 0.32231 hartree. The SMILES is C[C@]1(OC(=O)/C=C/c2ccccc2)C[C@@H](O)[C@]2(O)C=CO[C@@H](O[C@@H]3O[C@H](CO)[C@@H](O)[C@H](O)[C@H]3O)[C@@H]21. The calculation puts the LUMO energy at -0.3852 eV.

Geometry as XYZ:
```
65
C24H30O11 | OMol25 | ωB97M-V/def2-TZVPD
C -0.9626 -1.0183 2.5260
C -1.0829 -1.3430 1.0431
O -2.1596 -0.5771 0.4450
C -3.4238 -0.6732 0.9122
O -3.7736 -1.4066 1.8045
C -4.3041 0.2255 0.1584
C -5.6135 0.2767 0.4394
C -6.6207 1.0978 -0.1979
C -7.9456 0.9946 0.2379
C -8.9428 1.7558 -0.3393
C -8.6377 2.6370 -1.3643
C -7.3289 2.7513 -1.8071
C -6.3294 1.9917 -1.2326
C -1.3127 -2.8429 0.7759
C -0.7607 -3.0620 -0.6278
O -1.6009 -2.5774 -1.6460
C 0.5592 -2.2433 -0.6065
O 1.0008 -1.9634 -1.9130
C 1.6224 -3.0103 0.1220
C 2.2449 -2.5293 1.1859
O 2.0400 -1.2897 1.7187
C 1.3809 -0.3859 0.8845
O 2.1770 0.0335 -0.2088
C 3.5371 0.2311 -0.0300
O 3.7707 1.4953 0.5368
C 5.1533 1.7718 0.6988
C 5.2506 3.1452 1.3690
O 4.6235 3.1521 2.6207
C 5.8846 1.7455 -0.6492
O 7.2503 1.9661 -0.4251
C 5.6506 0.3951 -1.3384
O 6.2567 0.4372 -2.6074
C 4.1499 0.1241 -1.4357
O 3.9559 -1.1514 -1.9834
C 0.1504 -0.9682 0.1830
H -0.0513 -1.4471 2.9302
H -0.9465 0.0596 2.6722
H -1.8179 -1.4289 3.0566
H -3.8292 0.8195 -0.6058
H -5.9650 -0.3716 1.2341
H -8.1856 0.3081 1.0369
H -9.9609 1.6637 0.0090
H -9.4161 3.2329 -1.8167
H -7.0892 3.4380 -2.6056
H -5.3157 2.0923 -1.5872
H -2.3659 -3.1060 0.8569
H -0.7450 -3.4345 1.4922
H -0.5813 -4.1135 -0.8642
H -1.9733 -1.7346 -1.3506
H 0.2191 -1.9967 -2.4887
H 1.8689 -3.9826 -0.2672
H 2.9808 -3.0798 1.7527
H 1.1416 0.4732 1.5269
H 3.9810 -0.5498 0.6164
H 5.6056 1.0134 1.3573
H 4.7966 3.8908 0.7015
H 6.3007 3.3916 1.5286
H 3.7408 2.7820 2.4961
H 5.4697 2.5344 -1.2977
H 7.7065 1.7572 -1.2509
H 6.1107 -0.4042 -0.7333
H 5.9272 -0.3238 -3.1013
H 3.6773 0.8961 -2.0630
H 3.0078 -1.3642 -1.9484
H -0.1507 -0.2008 -0.5363
```

Mulliken population analysis, charges in e, atoms 1 to 5: -2.2257 0.7354 -0.4129 0.7205 -0.6028